# 1
Density functional theory data (wB97M-V/def2-TZVPD) for one molecule with the formula C24H34N6O3.

Structure (XYZ):
```
67
Properties=species:S:1:pos:R:3
C 3.098 0.664 0.405
H 4.143 0.362 0.438
H 2.952 1.471 1.116
C 2.749 1.103 -1.012
H 2.962 0.277 -1.692
H 3.405 1.930 -1.295
C 1.299 1.571 -1.214
C 1.012 2.842 -0.415
H 1.040 2.641 0.651
H 0.034 3.248 -0.658
H 1.761 3.596 -0.645
H 1.183 1.813 -2.279
C 0.273 0.485 -0.847
N 0.605 -0.827 -1.396
N 0.695 -1.894 -0.663
O 0.541 -1.779 0.552
C 0.683 -1.023 -2.831
H 1.109 -0.123 -3.277
C 1.535 -2.242 -3.209
C 2.983 -2.029 -2.865
C 3.803 -1.297 -3.717
C 5.125 -1.055 -3.389
C 5.643 -1.542 -2.200
C 4.836 -2.277 -1.349
C 3.515 -2.522 -1.680
H 2.887 -3.093 -1.014
H 5.237 -2.662 -0.423
H 6.674 -1.351 -1.942
H 5.751 -0.486 -4.060
H 3.401 -0.915 -4.646
H 1.430 -2.395 -4.285
H 1.151 -3.118 -2.689
H -0.329 -1.159 -3.233
C -1.164 0.867 -1.269
N -1.971 1.391 -0.192
N -2.280 2.649 -0.296
O -3.094 3.124 0.493
C -2.557 0.439 0.755
H -2.018 -0.506 0.640
C -2.449 0.894 2.219
C -1.038 1.195 2.644
C -0.620 2.508 2.813
C 0.668 2.784 3.242
C 1.549 1.749 3.502
C 1.142 0.437 3.326
C -0.145 0.160 2.900
H -0.452 -0.866 2.765
H 1.825 -0.375 3.522
H 2.551 1.964 3.846
H 0.980 3.810 3.374
H -1.306 3.317 2.611
H -3.069 1.779 2.370
H -2.836 0.078 2.833
C -4.034 0.225 0.350
N -4.634 -0.884 1.049
N -4.226 -2.066 0.685
O -4.712 -3.043 1.250
C -5.639 -0.641 2.062
H -5.263 0.045 2.819
H -6.540 -0.225 1.607
H -5.874 -1.605 2.515
H -4.603 1.131 0.563
H -4.074 0.024 -0.726
H -1.672 -0.020 -1.664
H -1.139 1.631 -2.049
H 0.294 0.338 0.242
H 2.499 -0.185 0.721
```

- energy relative to the best compared isomer or geometry (same formula, charge and spin) (eV) = 8.3508
- HOMO (eV) = -9.0
- multiplicity = 1
- total charge = 0
- structure (SMILES) = CC[C@H](C)[C@@H](CN(N=O)[C@@H](Cc1ccccc1)CN(C)N=O)N(CCc1ccccc1)N=O
- frontier orbital gap (eV) = 9.5621

# 2
Density functional theory data (wB97M-V/def2-TZVPD) for a 8-piece molecular cluster, C24H34O24 overall.

Structure (XYZ):
```
82
Properties=species:S:1:pos:R:3
C 19.077 -14.967 4.878
C 20.560 -14.878 4.782
O 21.121 -15.315 5.941
C 20.128 -15.268 6.818
O 20.262 -15.311 8.091
O 18.926 -14.933 6.290
H 18.788 -15.834 4.284
H 18.645 -14.064 4.445
H 20.839 -13.834 4.637
H 21.061 -15.519 4.057
C 15.101 -16.969 2.627
C 13.687 -16.727 3.001
O 13.348 -15.638 2.272
C 14.439 -15.125 1.692
O 14.467 -14.079 0.991
O 15.435 -15.962 1.736
H 15.175 -17.884 2.039
H 15.673 -17.135 3.540
H 13.707 -16.507 4.068
H 12.992 -17.556 2.860
C 22.105 -12.407 -3.908
C 22.259 -11.256 -2.943
O 23.407 -10.711 -3.551
C 23.691 -11.052 -4.807
O 24.607 -10.647 -5.440
O 22.830 -11.992 -5.100
H 21.047 -12.305 -4.152
H 22.589 -13.321 -3.566
H 22.511 -11.622 -1.947
H 21.466 -10.514 -3.034
C 18.151 -14.953 0.320
C 18.922 -14.867 1.606
O 19.625 -13.698 1.354
C 19.819 -13.458 0.035
O 20.395 -12.530 -0.519
O 19.075 -14.326 -0.586
H 17.222 -14.383 0.344
H 17.921 -16.006 0.154
H 19.519 -15.742 1.864
H 18.285 -14.641 2.461
C 22.588 -15.824 1.122
C 23.724 -16.263 0.282
O 23.990 -17.535 0.786
C 23.356 -17.708 1.924
O 23.427 -18.690 2.604
O 22.724 -16.626 2.229
H 21.587 -15.994 0.726
H 22.730 -14.759 1.303
H 24.643 -15.694 0.427
H 23.539 -16.278 -0.792
C 21.036 -19.092 5.028
C 20.748 -20.410 4.348
O 19.845 -20.034 3.406
C 19.398 -18.760 3.596
O 18.609 -18.125 2.912
O 20.006 -18.280 4.688
H 22.025 -18.692 4.807
H 20.955 -19.242 6.104
H 20.334 -21.130 5.053
H 21.743 -20.734 4.044
C 16.179 -11.375 1.032
C 15.569 -9.965 0.894
O 16.202 -9.428 -0.215
C 17.447 -9.882 -0.188
O 18.416 -9.453 -0.871
O 17.480 -11.059 0.530
H 15.736 -12.132 0.385
H 16.251 -11.770 2.046
H 15.666 -9.324 1.771
H 14.485 -10.042 0.812
C 20.447 -19.760 0.255
O 19.252 -19.368 -0.448
C 19.341 -18.265 -1.194
O 20.244 -17.421 -1.150
O 18.212 -18.154 -1.753
C 17.960 -17.144 -2.737
H 21.078 -18.939 0.594
H 20.976 -20.347 -0.496
H 20.148 -20.479 1.018
H 16.998 -17.368 -3.199
H 18.595 -17.307 -3.608
H 18.001 -16.089 -2.466
```

- energy relative to the best compared isomer or geometry (same formula, charge and spin) (eV) = 3.2697
- HOMO (eV) = -10.6
- multiplicity = 1
- total charge = 0
- structure (SMILES) = COC(=O)OC.O=C1OCCO1.O=C1OCCO1.O=C1OCCO1.O=C1OCCO1.O=C1OCCO1.O=C1OCCO1.O=C1OCCO1
- frontier orbital gap (eV) = 10.4483

# 3
Density functional theory data (wB97M-V/def2-TZVPD) for C24H35Cl2N2O4PS4SbSe4Ti as an isolated structure.

Structure (XYZ):
```
78
Properties=species:S:1:pos:R:3
Ti 0.543 -0.392 -1.540
S -2.546 1.738 -0.165
Sb -2.808 4.270 -0.280
S -1.888 1.766 -2.130
S -1.475 3.739 -2.419
S -1.250 5.047 1.152
Se 0.221 -2.975 -2.086
Se 0.260 -2.533 -4.371
Se 2.388 -1.648 -4.618
Se 2.406 0.294 -3.306
O -0.534 -0.127 -2.888
N -0.396 1.138 -2.286
C 3.434 4.509 0.538
C 2.328 3.684 -0.124
C 2.112 4.150 -1.567
P 2.422 1.815 -0.090
C 4.237 1.323 -0.227
C 5.107 1.404 1.026
C 4.929 2.027 -1.396
C 1.960 1.467 1.705
C 0.438 1.575 1.798
C 2.528 2.306 2.852
H 3.110 5.552 0.575
H 4.359 4.471 -0.035
H 3.639 4.184 1.555
H 1.398 3.879 0.423
H 3.036 4.091 -2.145
H 1.765 5.186 -1.578
H 1.363 3.538 -2.066
H 4.168 0.270 -0.509
H 5.212 2.436 1.361
H 6.106 1.026 0.789
H 4.705 0.798 1.837
H 5.190 3.055 -1.151
H 4.298 2.027 -2.284
H 5.853 1.500 -1.645
H 2.246 0.419 1.858
H 0.122 2.618 1.826
H 0.079 1.099 2.715
H -0.051 1.107 0.954
H 2.147 3.327 2.807
H 3.615 2.330 2.885
H 2.175 1.871 3.791
Cl -4.735 -6.265 0.969
C -4.508 -5.345 -0.497
C -4.390 -6.032 -1.687
C -4.222 -5.319 -2.861
C -4.141 -3.940 -2.811
C -4.222 -3.265 -1.606
Cl -4.049 -1.550 -1.632
C -4.438 -3.942 -0.402
N -4.680 -3.352 0.819
C -4.360 -2.084 1.385
C -5.445 -1.343 1.851
C -5.268 -0.156 2.538
C -3.989 0.296 2.797
C -2.902 -0.443 2.366
C -3.044 -1.629 1.652
C -1.784 -2.419 1.348
C -0.537 -1.668 0.849
O 0.547 -1.991 1.353
O -0.606 -0.777 -0.082
H -4.425 -7.112 -1.687
H -4.140 -5.833 -3.808
H -4.014 -3.368 -3.719
H -5.198 -3.949 1.441
H -6.444 -1.720 1.666
H -6.128 0.411 2.870
H -3.828 1.224 3.331
H -1.903 -0.089 2.591
H -1.978 -3.192 0.601
H -1.453 -2.908 2.265
C 3.180 -2.065 -0.773
O 2.115 -1.165 -0.467
H 3.912 -2.058 0.039
H 3.653 -1.730 -1.695
H 2.813 -3.082 -0.914
H 1.661 -1.503 0.372
```

- energy relative to the best compared isomer or geometry (same formula, charge and spin) (eV) = 2.1902
- HOMO (eV) = -4.4
- multiplicity = 1
- total charge = -1
- frontier orbital gap (eV) = 6.1645

# 4
Density functional theory data (wB97M-V/def2-TZVPD) for one molecule with the formula C24H35ClN6O3.

Structure (XYZ):
```
69
Properties=species:S:1:pos:R:3
C -0.201 2.668 -4.148
H 0.247 2.190 -5.015
H 0.539 2.680 -3.351
H -0.445 3.696 -4.411
C -1.457 1.913 -3.721
C -2.478 1.912 -4.857
H -2.043 1.478 -5.753
H -3.354 1.330 -4.585
H -2.794 2.928 -5.086
C -2.080 2.537 -2.462
N -1.621 1.934 -1.217
C -2.512 1.318 -0.406
O -3.703 1.272 -0.647
C -1.946 0.753 0.900
N -0.875 -0.188 0.650
C -1.314 -1.403 -0.016
C -1.989 -2.408 0.933
N -1.114 -2.715 2.049
C -0.260 -3.799 1.998
C -0.728 -5.024 1.502
C 0.086 -6.136 1.499
C 1.381 -6.097 1.991
C 1.841 -4.895 2.497
C 1.047 -3.765 2.501
H 1.465 -2.849 2.888
H 2.847 -4.834 2.886
H 2.002 -6.977 1.980
Cl -0.541 -7.626 0.877
H -1.739 -5.120 1.138
C -0.747 -1.503 2.748
C -0.054 -0.509 1.802
H 0.203 0.413 2.331
H 0.869 -0.958 1.422
H -0.118 -1.738 3.606
H -1.672 -1.053 3.127
H -2.232 -3.308 0.374
H -2.920 -1.988 1.330
H -1.996 -1.129 -0.821
H -0.430 -1.866 -0.463
H -1.545 1.581 1.494
H -2.801 0.327 1.446
C -0.240 1.993 -0.893
C 0.232 3.056 -0.164
N -0.591 4.100 0.155
H -0.356 4.680 0.942
H -1.574 3.918 0.024
N 1.550 3.128 0.217
C 2.436 2.087 -0.040
O 3.579 2.100 0.355
N 1.922 1.055 -0.766
C 0.630 0.912 -1.284
O 0.370 -0.032 -1.995
H 2.570 0.305 -0.978
C 2.105 4.318 0.841
H 1.518 4.588 1.725
H 3.107 4.034 1.174
C 2.214 5.504 -0.129
C 2.827 6.692 0.609
H 3.830 6.447 0.950
H 2.227 6.967 1.474
H 2.891 7.553 -0.051
C 3.062 5.123 -1.339
H 2.585 4.333 -1.915
H 3.196 5.983 -1.990
H 4.041 4.771 -1.021
H 1.214 5.781 -0.478
H -1.864 3.611 -2.436
H -3.162 2.393 -2.469
H -1.185 0.880 -3.489
```

- energy relative to the best compared isomer or geometry (same formula, charge and spin) (eV) = 0.2391
- HOMO (eV) = -7.5
- multiplicity = 1
- total charge = 0
- structure (SMILES) = CC(C)CN(C(=O)CN1CCN(c2cccc(Cl)c2)CC1)c1c(N)n(CC(C)C)c(=O)[nH]c1=O
- frontier orbital gap (eV) = 7.7804